The following is a DFT calculation (ωB97M-V/def2-TZVPD) of a cluster of 7 separate species, H14O7 in total.

Each line ends with the natural charge from an NBO analysis.
Geometry (Å):
H (0.62644, -0.64232, -2.04178)  0.48
H (0.35857, -0.63736, -0.53596)  0.51
H (3.96132, 1.04874, -0.46392)  0.47
H (5.21931, 1.04035, 0.38722)  0.47
H (-3.37169, -1.34575, 2.07531)  0.48
H (-3.16837, -1.32389, 0.57606)  0.46
H (-0.27380, -2.82164, 0.11200)  0.45
H (-0.27634, -1.97938, -1.21461)  0.48
H (-1.69918, 0.31994, -0.42198)  0.48
H (-3.24098, -0.01679, -0.69360)  0.45
H (-0.72139, 3.81679, -0.38487)  0.46
H (-0.56119, 4.17760, 1.07485)  0.47
H (0.58391, -1.50477, 1.62430)  0.47
H (1.94059, -0.87771, 1.99950)  0.49
O (0.04784, -0.38869, -1.40386)  -0.95
O (4.43531, 0.42220, 0.11391)  -0.93
O (-2.70194, -1.17851, 1.41248)  -0.94
O (0.19423, -2.74957, -0.75689)  -0.97
O (-2.39798, 0.47018, -1.00846)  -0.92
O (-0.77452, 4.49683, 0.17646)  -0.93
O (1.27491, -0.97918, 1.20479)  -0.95

**SMILES string**: O.O.O.O.O.O.O
**E_HOMO**: -10.611 eV
**Electronic energy**: -14558.022 eV
**Strongest force on any atom**: 0.1135 Eh/bohr
**LUMO**: 0.099 eV
**Relative energy (zero: lowest compared OMol25 entry of this formula, charge and spin)**: 3.440 eV